Entry 1:
DFT (ωB97M-V/def2-TZVPD) results for C5H10O as an isolated structure.

The geometry in XYZ format:
```
16
C5H10O (ωB97M-V/def2-TZVPD)
O -0.577 -1.314 -0.133
C 0.577 -0.977 0.226
C -0.462 1.702 0.403
C 0.895 -0.970 1.704
C -0.001 1.567 -1.000
C 0.816 1.069 -0.053
H -1.053 -0.315 -1.239
H 1.873 1.164 0.157
H 0.874 -2.014 2.032
H -1.257 1.028 0.755
H -0.465 2.696 0.848
H 1.431 -1.198 -0.444
H -0.984 0.421 -1.604
H 1.883 -0.547 1.913
H 0.034 2.139 -1.917
H 0.128 -0.421 2.258
```

Properties
* charge: 0

Entry 2:
DFT (ωB97M-V/def2-TZVPD) results for a 8-piece molecular cluster, C51H53F7N5O overall.

The geometry in XYZ format:
```
117
C51H53F7N5O (ωB97M-V/def2-TZVPD)
F -0.474 -8.112 -3.505
F -2.807 2.187 -6.016
F -6.281 3.527 -7.001
F 1.135 4.133 -1.289
F -4.648 3.144 5.469
F 0.771 1.294 7.415
F 0.698 -1.621 -1.411
O 7.721 0.077 1.756
N 5.445 0.284 2.185
N 1.479 -0.785 2.467
N 1.085 -0.298 1.272
N 1.112 1.846 0.242
N 1.932 1.352 2.438
C 1.055 -5.179 -0.812
C -1.028 4.081 -4.191
C -4.876 4.585 -5.448
C -1.147 -11.237 -5.188
C 0.831 2.123 8.493
C -3.683 0.484 -7.376
C 1.376 1.015 1.275
C -5.843 6.091 -3.835
C 6.606 -1.869 2.557
C 0.092 -4.824 -2.984
C -1.071 -9.872 -4.949
C 1.988 0.237 3.165
C -3.043 0.867 -6.217
C -0.252 4.796 -5.093
C -3.923 -0.867 -7.580
C -0.350 2.558 9.056
C -7.261 4.988 -5.442
C -2.689 1.178 3.174
C -0.204 -11.683 -3.023
C 2.068 2.489 8.977
C 0.139 -3.451 -2.793
C 0.545 -5.689 -1.997
C -6.140 4.372 -5.958
C -3.600 2.505 4.926
C 4.008 0.377 4.693
C 1.460 5.073 -3.423
C -4.733 5.458 -4.378
C -0.116 -10.321 -2.772
C -3.532 -1.800 -6.630
C 0.651 -2.979 -1.605
C 0.949 3.795 10.663
C 2.497 0.127 4.549
C -0.566 3.852 -2.902
C -0.281 3.403 10.155
C -3.778 1.833 3.732
C 4.942 0.500 0.823
C -2.640 -0.035 -5.254
C -2.384 2.546 5.582
C 0.987 5.289 -4.709
C -0.554 -9.448 -3.744
C 4.540 1.685 4.105
C 1.115 -3.807 -0.607
C -0.717 -12.142 -4.228
C 2.120 3.339 10.073
C 0.669 4.356 -2.552
C -1.460 1.204 3.818
C 5.586 1.517 2.983
C -1.306 1.883 5.018
C 6.699 -0.439 2.121
C -2.895 -1.382 -5.471
C -7.103 5.853 -4.368
H -0.616 4.971 -6.096
H -4.420 -1.189 -8.485
H 3.866 0.353 0.784
H 5.650 -2.278 2.242
H -0.209 -2.756 -3.546
H 5.203 1.484 0.436
H -1.405 -9.148 -5.679
H -4.749 1.826 3.258
H -1.297 2.236 8.645
H 4.535 -0.486 4.297
H -2.140 0.316 -4.361
H -0.781 -13.204 -4.419
H 1.592 5.845 -5.413
H 2.967 2.116 8.506
H 0.652 -0.828 0.525
H 0.996 4.454 11.518
H 1.524 -3.391 0.306
H -3.726 -2.851 -6.793
H -0.608 0.692 3.392
H 1.410 -5.850 -0.041
H 5.376 -0.234 0.148
H 0.285 -9.941 -1.842
H 6.576 1.536 3.429
H -7.970 6.343 -3.947
H -1.152 3.296 -2.181
H 3.080 3.644 10.466
H -2.596 -2.109 -4.726
H -0.300 -5.223 -3.909
H -1.545 -11.592 -6.128
H -3.748 5.645 -3.968
H 6.610 -1.892 3.646
H 7.437 -2.446 2.170
H -1.992 3.706 -4.492
H 1.917 0.803 5.174
H -3.986 1.231 -8.097
H 2.419 5.452 -3.098
H -8.231 4.792 -5.876
H -1.195 3.751 10.617
H 4.186 0.382 5.766
H -0.346 1.896 5.512
H -2.294 3.092 6.511
H 1.359 -1.747 2.740
H -2.808 0.650 2.237
H 2.293 -0.886 4.896
H 1.506 1.749 -0.675
H 0.129 -12.387 -2.272
H 5.550 2.386 2.328
H -5.728 6.769 -3.001
H 0.568 2.670 0.426
H 3.736 2.330 3.770
H 0.504 -6.750 -2.153
H 5.029 2.233 4.907
H -4.031 4.078 -5.887
```

Properties
* charge: +1

Record order is preserved below.
HOMO level: -0.3326 -0.3872 hartree
Record order is preserved below.
F_max: 0.350 0.570 eV/A
Record order is preserved below.
LUMO level: 0.390 -2.557 eV